P) The following is a quantum chemistry calculation of 4 unconnected molecules or ions with the total composition C2H11NO4, from the Open Molecules 2025 dataset.

Summary:
SMILES string: CNC=O.O.O.O
LUMO: 0.6807 eV
HOMO: -10.412 eV
Kohn-Sham gap: 11.093 eV

Atoms and positions in Å:
C -0.3907 -1.3237 -0.4372
N 0.4380 -1.4184 0.6135
C 0.5372 -2.6711 1.3599
O -0.3045 -0.5765 -1.3918
H -1.3125 -1.9213 -0.3143
H 1.0502 -0.7111 0.9863
H 1.2777 -3.3265 0.8949
H 0.7287 -2.4525 2.4014
H -0.3598 -3.2901 1.2765
H -0.9362 2.6605 -0.0254
H -0.5872 3.0555 1.4161
O -0.2028 2.7080 0.6079
H -1.4811 0.7758 -0.9672
H -2.0729 1.7710 -2.0192
O -2.1315 1.4954 -1.1010
H 2.0060 2.4918 -0.9580
H 1.4714 1.1126 -1.0721
O 2.2702 1.6205 -1.2703


Q) The following is a quantum chemistry calculation of a molecular structure, C2H11NO4, from the Open Molecules 2025 dataset.

Summary:
LUMO: -4.8610 eV
HOMO: -9.052 eV
Kohn-Sham gap: 4.191 eV

Atoms and positions in Å:
C -0.2180 -0.6431 -1.5279
N 1.2532 -0.2203 -0.8952
C 1.2908 0.9220 -0.0619
O -0.5898 0.3645 -2.2481
H 0.0943 -1.5263 -2.0909
H 1.7326 -0.1063 -1.7923
H 0.9651 0.5753 0.9267
H 2.2744 1.3828 -0.1260
H 0.5242 1.6681 -0.3629
H -1.8564 -1.8970 1.9265
H -2.4548 2.0646 -0.4433
O -1.3632 -1.1118 1.7523
H -1.1802 1.3907 -0.9793
H -0.8436 -0.9057 -0.6594
O -1.5970 1.6917 -0.1460
H -0.2603 -1.1528 1.8359
H 1.2430 -1.4631 2.8586
O 0.9858 -1.0333 2.0333


R) The following is a quantum chemistry calculation of 4 unconnected molecules or ions with the total composition C2H11NO4, from the Open Molecules 2025 dataset.

Summary:
SMILES string: CC(N)=O.O.O.O
LUMO: 0.4836 eV
HOMO: -9.907 eV
Kohn-Sham gap: 10.391 eV

Atoms and positions in Å:
C 0.6046 0.4582 1.9771
C 0.9791 -0.2333 0.7651
N 1.5935 0.5674 -0.2027
O 0.8296 -1.5209 0.6935
H -0.0708 -0.2581 2.6666
H -0.2347 1.1802 1.6973
H 1.4074 0.9617 2.5999
H 1.7406 1.5682 -0.0968
H 1.6215 0.1197 -1.1676
H -2.2979 2.4950 0.1242
H -2.3860 3.5969 -1.0456
O -1.7629 3.0535 -0.5176
H 1.1463 -1.9894 -1.5501
H 0.4195 -1.0010 -2.3288
O 1.3122 -1.3252 -2.2746
H -1.0458 -2.4413 0.0736
H -2.3110 -2.9624 -0.6772
O -1.5450 -2.2693 -0.7361


Bottom line: P), by a margin of 20.7 kJ/mol.


P) The following is a quantum chemistry calculation of a molecular structure, C4H8OS, from the Open Molecules 2025 dataset.

Summary:
LUMO: 0.1891 eV
HOMO: -8.971 eV
Kohn-Sham gap: 9.160 eV

Atoms and positions in Å:
C -1.3839 1.0662 0.9989
C -0.4056 0.5605 -0.0893
C 0.0012 -1.1731 -0.9855
C 0.8011 -0.3853 0.2724
H -2.2643 1.2934 0.5374
H -1.1165 2.0631 1.6532
H -1.7333 0.1926 1.5713
H 0.1863 1.2642 -0.6304
H 0.7857 -1.5758 -1.9352
H -0.1605 -2.2417 -0.5677
H 1.1262 -0.8094 1.2085
H 3.0780 -0.7017 -0.6517
O -1.1020 -0.2626 -1.0894
S 2.1877 0.7095 -0.2926


Q) The following is a quantum chemistry calculation of a single C4H8OS molecule, from the Open Molecules 2025 dataset.

Summary:
SMILES string: CS/C=C\CO
LUMO: 0.9071 eV
HOMO: -8.432 eV
Kohn-Sham gap: 9.339 eV

Atoms and positions in Å:
C 2.6823 0.0857 0.8682
C 0.4118 0.3257 -0.6217
C -0.8632 0.0062 -0.8654
C -1.9721 -0.0881 0.1383
H 2.6874 -0.9946 0.7918
H 3.1719 0.3597 1.7899
H 3.2252 0.5110 0.0218
H 1.1515 0.3910 -1.3997
H -1.1305 -0.1677 -1.9214
H -1.5320 -0.4140 1.0708
H -2.4515 0.8896 0.3151
H -3.4314 -0.6389 -0.9512
O -2.9593 -1.0246 -0.2205
S 1.0100 0.7592 0.9840


Bottom line: Q), by a margin of 372.9 kJ/mol.


P) The following is a quantum chemistry calculation of 2 unconnected molecules or ions with the total composition H5NO, from the Open Molecules 2025 dataset.

Summary:
SMILES string: N.O
LUMO: 0.8272 eV
HOMO: -9.593 eV
Kohn-Sham gap: 10.420 eV

Atoms and positions in Å:
H 2.2373 0.7623 -0.0692
H 1.9609 -0.7377 0.2513
H -2.3288 -0.5173 0.1580
H -0.6687 -0.4416 -0.1896
H -1.3465 0.8868 0.3148
N -1.4882 0.0490 -0.2569
O 1.6339 -0.0015 -0.2085


Q) The following is a quantum chemistry calculation of 2 unconnected molecules or ions with the total composition H5NO, from the Open Molecules 2025 dataset.

Summary:
SMILES string: N.O
LUMO: 0.9671 eV
HOMO: -10.332 eV
Kohn-Sham gap: 11.299 eV

Atoms and positions in Å:
N -1.4134 -0.7332 -1.2905
H -2.0318 -0.3808 -2.0281
H -2.0024 -0.9226 -0.4733
H -1.0506 -1.6363 -1.6121
O 2.1406 1.5344 2.0546
H 1.7627 1.4646 1.1487
H 2.5950 0.6739 2.2008


Bottom line: Q), by a margin of 22.6 kJ/mol.


P) The following is a quantum chemistry calculation of a single C6H9FO2 molecule, from the Open Molecules 2025 dataset.

Summary:
SMILES string: C#C[C@@](O)(F)C(C)(C)O
LUMO: 0.6601 eV
HOMO: -10.099 eV
Kohn-Sham gap: 10.759 eV

Atoms and positions in Å:
C -3.1696 0.4786 -0.8212
C -1.9677 0.5536 -0.8528
C -0.0952 -1.3120 0.7860
C 1.9429 0.1430 0.2657
C -0.1199 0.5072 -0.9035
C 0.4266 0.0815 0.4315
O 0.3592 -0.3943 -1.8363
O -0.0154 1.0339 1.4408
F 0.0686 1.8213 -1.1370
H -4.1426 0.8064 -0.5269
H -1.2573 -1.2728 0.5822
H 0.0299 -1.3918 1.8185
H 0.2334 -2.2372 0.3003
H 2.4361 0.0683 1.2983
H 2.4612 -0.7498 -0.1834
H 2.2284 1.1186 -0.1424
H 0.1855 0.0028 -2.7773
H 0.3959 0.7426 2.2576


Q) The following is a quantum chemistry calculation of 2 unconnected molecules or ions with the total composition C6H9FO2, from the Open Molecules 2025 dataset.

Summary:
LUMO: -0.2042 eV
HOMO: -10.270 eV
Kohn-Sham gap: 10.066 eV

Atoms and positions in Å:
C 3.3974 -1.4057 -0.3398
C 3.6226 -0.5794 0.6534
C -1.7130 0.2986 0.9295
C -0.4056 -0.4898 1.1208
C -1.6680 0.5875 -0.5890
C -0.1334 0.4724 -0.9070
O 0.3917 -0.4403 -0.0574
O -2.2771 1.7482 -1.0103
F 0.3931 1.7556 -0.6683
H 2.5740 -2.0999 -0.3811
H 4.1871 -1.6606 -0.9544
H 0.1270 0.2599 -1.9998
H -2.6407 -0.1078 1.2842
H -1.6097 1.2927 1.3585
H 0.1994 -0.2003 2.0112
H -0.5182 -1.6781 1.1658
H -2.1714 -0.2928 -1.0683
H -1.7553 2.5399 -0.5479


Bottom line: P), by a margin of 119.9 kJ/mol.